*a*
{
  "formula": "C4H6N3",
  "method": "the ωB97M-V functional and the def2-TZVPD basis",
  "species": ["C", "C", "C", "C", "N", "N", "N", "H", "H", "H", "H", "H", "H"],
  "coordinates": [[2.8454, -1.0076, -0.2173], [1.8042, -0.2209, -0.0210], [-0.7874, 0.2949, 0.7431], [-0.6903, 0.9663, -0.5601], [3.6664, 0.3814, 0.0976], [2.6573, 1.0139, 0.2865], [0.0475, -0.2825, -0.2336], [3.0123, -2.0590, -0.6216], [-0.3880, 0.8873, 1.4659], [-1.6593, -0.2857, 1.0820], [-1.3095, 0.9742, -1.4622], [-0.0272, 1.8102, -0.3272], [-0.3368, -1.2444, -0.5314]],
  "charge": 1,
  "homo_energy_ev": -14.600,
  "gap_ev": 9.4
}



*b*
{
  "formula": "C4H6N3",
  "method": "the ωB97M-V functional and the def2-TZVPD basis",
  "species": ["H", "N", "C", "N", "C", "N", "C", "C", "H", "H", "H", "H", "H"],
  "coordinates": [[-2.9272, 0.1625, 0.8193], [-1.9042, 0.0063, 0.6310], [-0.9663, -0.3796, -0.0206], [-0.9764, -1.0784, -1.2551], [0.3111, -1.2380, -1.5002], [1.2139, -0.8113, -0.8127], [0.5725, -0.2782, 0.3599], [1.2444, 1.1572, 0.5262], [-1.8025, -1.3327, -1.6479], [0.7107, -0.8524, 1.2292], [1.1515, 1.8269, -0.3850], [2.3407, 1.0574, 0.6394], [1.0317, 1.7604, 1.4165]],
  "charge": 1,
  "homo_energy_ev": [-15.324, -15.287],
  "gap_ev": [7.4, 7.3]
}



*c*
{
  "formula": "C4H6N3",
  "method": "the ωB97M-V functional and the def2-TZVPD basis",
  "species": ["C", "C", "C", "C", "N", "N", "N", "H", "H", "H", "H", "H", "H"],
  "coordinates": [[2.1197, 0.5761, 0.2377], [-1.8443, -1.9492, 0.6646], [-0.2206, 1.1818, -2.1257], [-0.0060, -0.4461, 0.5491], [1.1127, -0.1943, 0.7938], [-1.0150, -1.1173, 0.9766], [-0.1506, 0.4136, -1.2818], [1.8682, 0.6644, -0.9505], [3.1612, 0.2741, 0.4866], [-2.2985, -2.0284, -0.3161], [-2.3828, -2.5232, 1.3877], [2.0502, 1.5121, 0.7283], [-0.2711, 2.0494, -2.7179]],
  "charge": 1,
  "homo_energy_ev": -14.807,
  "gap_ev": 9.8
}



*d*
{
  "formula": "C4H6N3",
  "method": "the ωB97M-V functional and the def2-TZVPD basis",
  "species": ["N", "C", "C", "C", "N", "C", "N", "H", "H", "H", "H", "H", "H"],
  "coordinates": [[3.5014, -0.0682, 0.3206], [2.4068, -0.0424, 0.0238], [1.0606, 0.0256, -0.6298], [0.1734, -1.0748, -0.0835], [-0.7798, -0.2316, 0.8099], [-0.5978, 1.0410, 0.5464], [0.4333, 1.3215, -0.2106], [1.0855, -0.1200, -1.6427], [-0.5215, -1.6768, -0.6645], [0.5963, -1.6927, 0.6369], [-1.4804, -0.7234, 1.2989], [-1.3234, 1.8179, 1.0265], [0.5458, 2.2852, -0.4213]],
  "charge": 1,
  "homo_energy_ev": -15.786,
  "gap_ev": 11.8
}



The structure with the least stability is *a*.



*a*
{
  "formula": "CH2BrClFNO2S",
  "method": "the ωB97M-V functional and the def2-TZVPD basis",
  "species": ["C", "N", "O", "O", "F", "S", "Cl", "Br", "H", "H"],
  "coordinates": [[0.5802, 1.1559, 0.0443], [-1.7805, 0.2547, -0.0337], [-0.2139, -0.9403, 1.4513], [-0.0141, -1.3326, -0.8796], [0.2975, 1.7141, -1.1599], [-0.2566, -0.3596, 0.1476], [3.4363, -1.2463, -0.4828], [2.3210, 0.7277, 0.3455], [-2.3203, -0.5529, -0.3380], [-2.0497, 0.5793, 0.9053]],
  "homo_energy_ev": [-10.453, -10.635],
  "gap_ev": [7.6, 7.7]
}



*b*
{
  "formula": "CH2BrClFNO2S",
  "method": "the ωB97M-V functional and the def2-TZVPD basis",
  "species": ["C", "N", "O", "O", "F", "S", "Cl", "Br", "H", "H"],
  "coordinates": [[-1.0312, -0.4441, 0.4813], [1.2046, 0.7478, -0.4409], [0.2181, -1.3677, -1.6754], [1.1973, -1.5810, 0.4788], [-0.6925, -0.2376, 1.7328], [0.5945, -0.7098, -0.4710], [-2.4460, -1.2800, 0.1902], [-1.2665, 2.5795, 0.1606], [1.4542, 0.8080, 0.5429], [0.7677, 1.4849, -0.9995]],
  "homo_energy_ev": [-10.001, -9.447],
  "gap_ev": [7.6, 6.2]
}



The structure with the least stability is *a*.



*a*
{
  "formula": "C5H10S",
  "method": "the ωB97M-V functional and the def2-TZVPD basis",
  "species": ["C", "S", "C", "C", "C", "C", "H", "H", "H", "H", "H", "H", "H", "H", "H", "H"],
  "coordinates": [[-3.1059, -0.4058, 0.2527], [-1.7854, 0.6046, -0.6073], [-0.3406, -0.4358, -0.2619], [0.9200, 0.0143, -0.1546], [2.1878, -0.8301, -0.2749], [1.2527, 1.4555, 0.1265], [-3.1792, -1.3810, -0.1128], [-3.0489, -0.2117, 1.3708], [-3.9612, 0.1634, 0.0235], [-0.6597, -1.4472, -0.0832], [2.0674, -1.7155, -0.8797], [2.4927, -1.2525, 0.6203], [2.9949, -0.2060, -0.6935], [0.4014, 2.1141, 0.4658], [2.0009, 1.5233, 0.9421], [1.7631, 2.0105, -0.7339]],
  "homo_energy_ev": -7.933,
  "gap_ev": 8.9
}



*b*
{
  "formula": "C5H10S",
  "method": "the ωB97M-V functional and the def2-TZVPD basis",
  "species": ["C", "C", "C", "C", "C", "H", "H", "H", "H", "H", "H", "H", "H", "H", "H", "S"],
  "coordinates": [[-1.1650, 1.3547, -0.1078], [-0.4701, -0.0428, -0.0392], [0.6088, -0.2546, 0.9950], [1.6180, -0.9191, -0.0504], [0.6992, -0.3056, -1.0158], [-0.3857, 2.1595, -0.0778], [-1.7968, 1.2843, -0.9599], [-1.8455, 1.5412, 0.8297], [-2.8570, -0.7082, 0.3641], [1.0560, 0.7076, 1.2890], [0.2499, -0.7950, 1.8919], [1.6557, -1.9611, 0.1111], [2.7102, -0.6242, 0.1159], [1.0905, 0.7988, -1.3951], [0.6185, -0.9874, -1.8724], [-1.7868, -1.2481, -0.0783]],
  "homo_energy_ev": -8.936,
  "gap_ev": 9.8
}



*c*
{
  "formula": "C5H10S",
  "method": "the ωB97M-V functional and the def2-TZVPD basis",
  "species": ["C", "C", "C", "C", "C", "S", "H", "H", "H", "H", "H", "H", "H", "H", "H", "H"],
  "coordinates": [[1.2691, -1.3332, -0.2761], [0.1612, -0.8757, -0.8563], [-0.5869, 0.1810, -0.0228], [0.3219, 0.5932, 1.2008], [-0.7091, 1.4085, -0.9033], [-2.1867, -0.8072, 0.2431], [1.6442, -2.4423, -0.3771], [1.7942, -0.9648, 0.6327], [-0.4767, -1.2583, -1.6631], [0.7716, -0.1141, 1.8887], [-0.0347, 1.1651, 2.0151], [1.1808, 1.1867, 0.7444], [-1.2019, 2.2478, -0.3143], [0.3449, 1.7123, -0.6639], [-1.1186, 1.3640, -2.0480], [-1.1734, -2.0631, 0.4001]],
  "homo_energy_ev": -8.987,
  "gap_ev": 9.6
}



*d*
{
  "formula": "C5H10S",
  "method": "the ωB97M-V functional and the def2-TZVPD basis",
  "species": ["C", "C", "C", "C", "S", "C", "H", "H", "H", "H", "H", "H", "H", "H", "H", "H"],
  "coordinates": [[3.1375, -0.3779, -0.3028], [2.2154, 0.5904, 0.3107], [0.8688, 0.3679, -0.2301], [-0.1646, 0.0309, 0.4601], [-1.6675, -0.7098, 0.0174], [-2.7448, 0.7224, -0.2204], [4.1906, -0.1977, 0.0852], [3.1930, -0.3121, -1.3994], [3.0419, -1.4932, 0.0251], [2.7201, 1.5713, 0.1511], [1.9377, 0.4213, 1.3455], [0.8033, 0.3712, -1.3956], [0.0923, -0.0991, 1.4752], [-2.9525, 1.1026, 0.7836], [-3.7345, 0.3738, -0.6050], [-2.4869, 1.6167, -0.8491]],
  "homo_energy_ev": -8.539,
  "gap_ev": 9.5
}



The structure with the least stability is *c*.



*a*
{
  "formula": "C5H15N2O",
  "method": "the ωB97M-V functional and the def2-TZVPD basis",
  "species": ["N", "C", "C", "C", "N", "C", "C", "O", "H", "H", "H", "H", "H", "H", "H", "H", "H", "H", "H", "H", "H", "H", "H"],
  "coordinates": [[2.2995, 1.2700, 1.6328], [1.0440, 0.5493, 1.5549], [-0.1640, 1.2636, 2.1316], [0.8786, 0.2114, 0.0539], [-0.4260, -0.3483, -0.3868], [-0.3693, -0.7691, -1.8559], [-1.6812, -1.4137, -2.4855], [-2.6281, -0.2582, -2.4036], [1.1843, -0.4448, 2.1778], [2.8539, 1.2871, 2.4819], [2.5351, 2.1633, 1.1264], [0.4201, -1.7378, 1.8257], [0.0591, 1.7801, 3.0856], [-0.6205, 2.1028, 1.5009], [-0.9829, 0.5243, 2.3754], [1.7123, -0.3224, -0.2150], [1.0259, 1.0533, -0.5584], [-0.4428, -1.2164, 0.2366], [0.5322, -1.5055, -1.9992], [-0.2044, 0.2593, -2.3388], [-1.4999, -1.7570, -3.4791], [-2.0509, -2.1423, -1.8578], [-3.4752, -0.5492, -2.6035]],
  "charge": 1,
  "homo_energy_ev": -13.702,
  "gap_ev": 5.1
}



*b*
{
  "formula": "C5H15N2O",
  "method": "the ωB97M-V functional and the def2-TZVPD basis",
  "species": ["C", "C", "C", "C", "C", "N", "N", "O", "H", "H", "H", "H", "H", "H", "H", "H", "H", "H", "H", "H", "H", "H", "H"],
  "coordinates": [[-2.1959, -0.1539, -1.1339], [1.5515, 1.1246, -0.9703], [2.4275, -0.2005, 0.9978], [-2.2425, -0.8533, 0.2039], [-0.8630, -0.5485, 0.6657], [-0.3876, 0.4595, 1.2249], [1.8780, 1.0553, 0.5136], [-2.3930, -2.2859, 0.1176], [-1.2069, 0.1702, -1.4402], [-2.5344, -0.7304, -2.0164], [-2.6807, 0.7657, -1.2076], [0.7619, 1.8018, -1.1928], [2.3374, 1.3594, -1.6247], [1.1236, 0.0842, -1.2878], [1.7174, -0.9126, 0.7642], [3.3047, -0.4789, 0.5596], [2.4782, -0.0877, 2.0919], [-3.0765, -0.4120, 0.8630], [-0.2679, -1.5242, 0.4779], [-1.0085, 1.2729, 1.4990], [0.8242, 0.8882, 0.8804], [2.5141, 1.8202, 0.7335], [-2.0616, -2.6141, -0.7194]],
  "charge": 1,
  "homo_energy_ev": -14.253,
  "gap_ev": 11.2
}



The structure with the least stability is *a*.



*a*
{
  "formula": "C5H6N2O3",
  "method": "the ωB97M-V functional and the def2-TZVPD basis",
  "species": ["O", "C", "N", "C", "C", "C", "O", "C", "O", "N", "H", "H", "H", "H", "H", "H"],
  "coordinates": [[-0.5851, -0.0211, 3.2241], [-0.4104, 0.1553, 2.0046], [-1.1138, 1.2458, 1.2783], [-0.9803, 1.1801, -0.0073], [-0.1636, 0.3780, -0.7975], [-0.0296, 0.5853, -2.2999], [0.6870, -0.3934, -2.9201], [0.5102, -0.5815, -0.1114], [1.2732, -1.5637, -0.5823], [0.3456, -0.6901, 1.3029], [-1.4635, 2.0977, -0.4394], [0.2039, 1.5769, -2.4422], [-1.0761, 0.7372, -2.6474], [1.1665, 0.0849, -3.3984], [1.2722, -1.3099, -1.4656], [0.7151, -1.5549, 1.8207]],
  "homo_energy_ev": -8.812,
  "gap_ev": 9.0
}



*b*
{
  "formula": "C5H6N2O3",
  "method": "the ωB97M-V functional and the def2-TZVPD basis",
  "species": ["C", "O", "C", "N", "O", "C", "C", "C", "N", "H", "H", "H", "H", "O", "H", "H"],
  "coordinates": [[-3.4235, -0.2834, 0.5273], [-2.0374, 0.0656, 0.6253], [-1.7210, 1.3407, 0.5088], [-2.5928, 2.3130, 0.4544], [-1.8522, 3.4589, 0.2526], [-0.5738, 3.1600, 0.1064], [-0.3831, 1.8194, 0.2923], [0.8350, 1.0718, 0.3480], [1.9016, 0.7555, 0.7416], [-3.9838, 0.1730, 1.3531], [-3.8285, 0.0558, -0.4337], [-3.4617, -1.3738, 0.5961], [0.1107, 3.9869, -0.0580], [1.9947, -0.1171, -1.8499], [2.5874, 0.0989, -0.9801], [1.6791, 0.6965, -2.2641]],
  "homo_energy_ev": -10.226,
  "gap_ev": 10.5
}



The structure with the least stability is *b*.



*a*
{
  "formula": "C4H15N3O",
  "method": "the ωB97M-V functional and the def2-TZVPD basis",
  "species": ["C", "N", "C", "C", "N", "C", "N", "H", "H", "H", "H", "H", "H", "H", "H", "H", "H", "H", "H", "H", "H", "H", "O"],
  "coordinates": [[-1.2475, -0.8484, -0.8236], [-0.0279, -0.6662, -0.1222], [1.0697, -1.5478, -0.4023], [2.4101, -0.6767, -0.2707], [2.1281, 0.7296, -0.4320], [-2.2943, -0.1788, 0.0122], [-2.1423, 1.2541, 0.0833], [-1.3510, -2.0133, -1.1619], [-1.2370, -0.2950, -1.8547], [0.4492, 0.2667, -0.3273], [0.9363, -1.9911, -1.4125], [1.2451, -2.3514, 0.3555], [2.9356, -0.8052, 0.8008], [3.2230, -1.0807, -0.9176], [2.4893, 0.9893, -1.3455], [0.9764, 0.4070, -2.0718], [-2.3338, -0.4447, 1.1296], [-3.3308, -0.4549, -0.3766], [-2.4192, 1.7512, -0.7498], [-2.6618, 1.6421, 0.8753], [0.9311, 1.3994, 1.4450], [-0.5268, 1.2122, 1.3716], [0.1676, 1.5071, 2.0553]],
  "homo_energy_ev": -8.513,
  "gap_ev": 6.4
}



*b*
{
  "formula": "C4H15N3O",
  "method": "the ωB97M-V functional and the def2-TZVPD basis",
  "species": ["C", "N", "C", "C", "N", "C", "N", "H", "H", "H", "H", "H", "H", "H", "H", "H", "H", "H", "H", "H", "O", "H", "H"],
  "coordinates": [[-0.9143, 1.1494, -2.3650], [-0.0778, 0.8291, -1.1657], [-0.2067, 1.7600, 0.0177], [-0.1531, 0.9448, 1.3270], [-1.0160, -0.2488, 1.5358], [-0.2445, -1.4813, 1.5876], [0.0650, -1.9303, 0.1898], [-0.8323, 2.2226, -2.5121], [-0.6219, 0.6003, -3.2890], [-1.8920, 0.6741, -2.2386], [-0.4959, -0.0130, -0.7585], [-1.1330, 2.3973, 0.0146], [0.7045, 2.3887, -0.0705], [0.9148, 0.6063, 1.2998], [-0.3904, 1.4786, 2.2874], [-1.8158, -0.1674, 0.9237], [0.7406, -1.3460, 2.0692], [-0.8336, -2.2650, 2.1730], [0.8660, -2.5510, 0.1863], [-0.7376, -2.4265, -0.1168], [2.8090, -0.9213, 0.0545], [3.2041, -1.2726, -0.7451], [2.0608, -0.4281, -0.4052]],
  "homo_energy_ev": -8.852,
  "gap_ev": 9.8
}



*c*
{
  "formula": "C4H15N3O",
  "method": "the ωB97M-V functional and the def2-TZVPD basis",
  "species": ["N", "C", "C", "C", "N", "C", "N", "H", "H", "H", "H", "H", "H", "H", "H", "H", "H", "H", "H", "H", "O", "H", "H"],
  "coordinates": [[0.5422, -1.3202, -2.2476], [1.3597, -0.2673, -1.4412], [0.4698, 0.7527, -0.7465], [0.0003, 0.1925, 0.7199], [1.0177, -0.2681, 1.6885], [-0.7985, 1.4572, 1.3171], [-1.3069, 1.0512, 2.6558], [0.1298, -0.9487, -3.1074], [1.2015, -2.0127, -2.5455], [2.0342, -0.8711, -0.7547], [1.9981, 0.2115, -2.1852], [-0.3916, 1.0032, -1.3763], [0.9144, 1.7041, -0.6870], [-0.6037, -0.7104, 0.5932], [1.4983, -1.0484, 1.1964], [1.6568, 0.4780, 1.8964], [-1.7277, 1.6158, 0.7667], [-0.1786, 2.3387, 1.5248], [-1.8938, 1.7308, 3.1117], [-0.4627, 0.7765, 3.1714], [-2.1117, -1.6898, -1.2846], [-2.1372, -2.4558, -0.6140], [-1.2104, -1.7198, -1.6522]],
  "homo_energy_ev": -8.671,
  "gap_ev": 9.5
}



*d*
{
  "formula": "C4H15N3O",
  "method": "the ωB97M-V functional and the def2-TZVPD basis",
  "species": ["C", "N", "C", "C", "N", "C", "N", "H", "H", "H", "H", "H", "H", "H", "H", "H", "H", "H", "H", "H", "O", "H", "H"],
  "coordinates": [[1.0641, -0.2755, -2.5938], [0.7729, -0.0354, -1.1959], [-0.4598, 0.7700, -1.0250], [-0.6870, 1.1849, 0.4579], [-1.5245, 0.2452, 1.1831], [-0.9002, -0.9830, 1.5988], [-1.4457, -2.1232, 0.8499], [0.1650, -0.6037, -3.1360], [1.3105, 0.6710, -3.0869], [1.9085, -0.9367, -2.7700], [0.6268, -0.8943, -0.6921], [-1.3372, 0.2177, -1.3767], [-0.2571, 1.6494, -1.6412], [0.2786, 1.2332, 0.9500], [-1.1186, 2.1847, 0.4076], [-2.4371, 0.1760, 0.7641], [0.1616, -0.9394, 1.3529], [-0.9534, -1.1102, 2.6858], [-0.9160, -2.9500, 1.0836], [-2.3976, -2.3056, 1.1489], [2.5808, 1.2144, 0.8374], [2.1316, 0.8201, 0.0772], [3.4980, 1.4562, 0.8569]],
  "homo_energy_ev": -8.455,
  "gap_ev": 9.5
}



The structure with the least stability is *a*.



*a*
{
  "formula": "C2H2NO2",
  "method": "the ωB97M-V functional and the def2-TZVPD basis",
  "species": ["C", "C", "N", "O", "O", "H", "H"],
  "coordinates": [[-0.9940, -0.7021, -0.6543], [1.1694, 0.9030, 0.7603], [-1.0834, 0.5046, -0.4082], [1.7160, -0.1228, 0.6020], [1.1416, 2.0036, 1.1084], [-1.9462, -1.4739, -0.5271], [-0.0034, -1.1125, -0.8811]],
  "charge": -1,
  "homo_energy_ev": -1.643,
  "gap_ev": 5.7
}



*b*
{
  "formula": "C2H2NO2",
  "method": "the ωB97M-V functional and the def2-TZVPD basis",
  "species": ["C", "N", "C", "O", "O", "H", "H"],
  "coordinates": [[0.2900, 0.3402, 0.2321], [1.2955, 0.7148, -0.3480], [2.5260, -0.1049, -0.1436], [2.3614, -1.3199, -0.0749], [3.4186, 0.6757, 0.2346], [-0.6252, 0.8887, 0.2451], [0.1398, -0.3928, 0.9722]],
  "charge": -1,
  "homo_energy_ev": -4.039,
  "gap_ev": 8.5
}



The structure with the least stability is *a*.